C6H7CaLiO6 | ωB97M-V/def2-TZVPD

Structure (XYZ):
```
21
Properties=species:S:1:pos:R:3:forces:R:3
C 2.550 -1.899 -1.447 -0.2 -0.1 -0.1
H 3.445 -1.642 0.533 0.0 0.2 -0.3
Li -5.700 -0.375 -1.031 0.9 0.2 0.5
Ca 2.319 1.930 -1.536 -1.5 -1.3 0.4
O -4.180 1.000 -0.719 -1.0 0.2 -1.0
H 2.747 -1.538 -2.467 0.0 -0.1 0.1
O -4.074 -1.083 0.050 -0.6 -0.9 -0.7
H 0.102 0.792 0.969 0.5 -0.6 0.3
O 1.192 -1.658 -1.090 0.5 0.2 -0.2
H -0.022 -1.284 1.043 2.3 2.7 0.6
C -3.629 0.026 -0.225 2.0 0.9 2.1
H 2.739 -2.975 -1.390 0.0 0.3 -0.1
C 3.308 -1.089 -0.407 0.3 -0.4 0.3
C -1.361 -0.542 0.289 0.1 -2.7 -1.0
H -1.730 -1.557 0.501 0.3 0.3 -0.4
H 4.272 -0.708 -0.760 -0.1 -0.2 0.1
C 0.038 -0.189 0.471 -0.4 -5.1 3.6
O -2.281 0.355 0.306 -3.3 2.7 -1.3
O 2.427 0.019 -0.184 0.9 0.4 -0.1
O 0.602 0.614 -1.367 2.7 2.2 -3.8
C 1.090 -0.364 -0.603 -3.3 1.0 0.9
```
Forces are in eV/Å.

Calculated values
HOMO-LUMO gap (spin up / spin down): 2.7 / 6.6 eV
2S+1: 2
total charge: +1
HOMO (spin up / spin down): -7.9 / -11.9 eV
energy above the lowest of the compared OMol25 structures with the same formula, charge and spin: 36.83 kJ/mol
energy: -1369.141795 hartree

Atomic partial charges in e from the Löwdin method, atoms 1 to 2: -0.124, 0.143

=====

C6H7Cl | ωB97M-V/def2-TZVPD

Structure (XYZ):
```
14
Properties=species:S:1:pos:R:3:forces:R:3
H -2.126 -0.825 -0.190 0.6 0.7 -0.5
H -1.855 2.129 0.313 -0.6 -0.3 0.4
C 0.917 -0.259 -0.377 2.4 0.2 1.0
H 2.355 -2.371 0.785 0.5 1.5 -1.0
C 2.415 -0.406 -0.241 -4.0 -1.4 0.1
H 4.045 -1.582 0.289 -1.3 -0.1 0.3
H -3.423 1.236 0.116 0.9 -0.1 1.0
Cl 3.213 0.917 -0.928 1.0 0.4 -0.2
H -2.000 0.415 -1.488 0.9 -0.4 1.3
C -0.243 0.041 -0.297 0.8 -0.4 -0.6
C -2.364 1.152 0.484 0.6 1.1 1.8
C 2.921 -1.512 0.303 1.8 -0.4 0.3
C -1.651 0.178 -0.417 -2.9 -1.5 -1.2
H -2.203 0.887 1.649 -0.8 0.6 -2.8
```
Forces are in eV/Å.

Calculated values
HOMO-LUMO gap: 9.9 eV
HOMO: -9.2 eV
energy above the lowest of the compared OMol25 structures with the same formula, charge and spin: 212.16 kJ/mol
energy: -692.903398 hartree

Atomic partial charges in e from the Löwdin method, atoms 1 to 2: 0.129, 0.073

=====

C6H7Cl | ωB97M-V/def2-TZVPD

Structure (XYZ):
```
14
Properties=species:S:1:pos:R:3:forces:R:3
Cl 0.568 -0.720 2.667 0.0 0.0 0.2
H 2.041 -0.844 0.128 0.1 0.0 0.1
C 1.303 -0.085 -0.124 0.5 0.1 0.1
H 1.190 -0.569 -2.497 0.1 -0.1 -0.5
H 1.805 0.878 -0.218 0.2 0.0 0.1
H -1.478 1.337 1.650 -0.1 -0.1 0.1
H -1.856 -0.855 0.606 0.0 0.0 0.1
H -1.473 -0.809 -1.882 -0.1 0.0 -0.1
H -0.484 1.892 0.239 0.1 0.1 -0.1
C 0.627 -0.459 -1.602 -1.0 1.0 5.8
C -1.005 -0.300 0.231 -0.2 -0.1 0.2
C -0.654 -0.551 -1.224 -0.1 -0.1 -0.4
C 0.209 0.020 1.165 0.6 -0.9 -5.9
C -0.793 1.065 0.861 0.0 0.0 0.2
```
Forces are in eV/Å.

Calculated values
HOMO-LUMO gap: 10.1 eV
HOMO: -9.1 eV
energy above the lowest of the compared OMol25 structures with the same formula, charge and spin: 173.54 kJ/mol
energy: -692.918106 hartree

Atomic partial charges in e from the Löwdin method, atoms 1 to 2: 0.675, 0.076

=====

C6H7Cl | ωB97M-V/def2-TZVPD

Structure (XYZ):
```
14
Properties=species:S:1:pos:R:3:forces:R:3
C -0.788 0.461 0.709 -0.9 -1.9 -2.5
H -1.717 0.034 1.038 -0.7 -0.7 -0.4
Cl 1.994 -1.392 -0.958 1.4 -0.7 -0.2
C 0.813 -0.487 -0.198 -1.4 0.3 -2.4
H -0.038 0.008 -2.812 0.1 -0.8 -1.4
H -0.374 1.629 -2.367 0.5 0.4 0.3
H -1.643 0.597 -2.256 -2.6 -0.7 -0.7
H 0.464 -0.618 3.221 -0.3 0.1 0.4
H 1.797 -1.260 2.151 0.9 -0.9 0.2
C -0.225 0.136 -0.790 -0.8 1.9 2.0
H -0.875 1.417 1.050 0.4 3.1 0.5
C -0.623 0.596 -2.164 2.2 0.2 2.0
C 0.362 -0.322 1.133 1.1 -0.6 1.4
C 0.854 -0.800 2.244 0.1 0.4 0.7
```
Forces are in eV/Å.

Calculated values
HOMO-LUMO gap: 9.4 eV
HOMO: -8.5 eV
energy above the lowest of the compared OMol25 structures with the same formula, charge and spin: 164.96 kJ/mol
energy: -692.921377 hartree

Atomic partial charges in e from the Löwdin method, atoms 1 to 2: -0.043, 0.109

=====

C6H7Cl | ωB97M-V/def2-TZVPD

Structure (XYZ):
```
14
Properties=species:S:1:pos:R:3:forces:R:3
H 0.099 -0.518 2.097 1.0 -2.4 2.0
C 0.763 -1.274 -0.361 1.9 2.9 -1.1
H -0.560 1.044 1.922 -0.5 1.7 0.3
Cl -2.490 0.429 -0.289 -1.5 0.5 -0.6
H 1.689 -1.395 -0.925 0.1 -0.9 0.7
C -1.101 -0.313 0.235 3.3 -3.7 1.2
C 0.312 0.147 0.023 0.4 -0.5 -0.1
H -0.771 -2.910 -0.305 0.2 0.4 -0.1
H 0.516 1.274 -1.861 0.0 -0.2 1.0
H -0.155 2.056 -0.390 0.9 0.4 -0.5
C 0.652 1.384 -0.751 0.0 0.7 -0.3
C -0.358 -1.902 -0.232 -3.8 1.2 1.2
C -0.290 0.155 1.456 -0.6 0.1 -3.8
H 1.693 1.822 -0.619 -1.3 -0.5 0.3
```
Forces are in eV/Å.

Calculated values
HOMO-LUMO gap: 9.9 eV
HOMO: -8.9 eV
energy above the lowest of the compared OMol25 structures with the same formula, charge and spin: 320.74 kJ/mol
energy: -692.862041 hartree

Atomic partial charges in e from the Löwdin method, atoms 1 to 2: 0.059, -0.072

=====

C6H7ClNO2S | ωB97M-V/def2-TZVPD

Structure (XYZ):
```
18
Properties=species:S:1:pos:R:3:forces:R:3
H -0.200 1.577 -2.436 0.1 -0.8 0.3
Cl -2.499 0.134 0.567 -2.4 0.0 -0.6
H -1.468 0.512 -3.324 1.1 0.7 2.0
H 1.316 0.555 3.482 -0.8 -1.1 -1.8
O -1.507 -1.759 -1.608 1.1 1.3 -0.2
C -0.476 0.343 2.226 0.3 0.1 2.6
C 0.915 0.189 2.454 2.0 2.0 1.1
C 1.852 -0.050 1.475 -3.9 -0.8 -1.0
O 0.787 -1.163 -2.423 1.7 -1.1 -1.4
H 2.038 -0.998 -0.557 0.8 0.3 -0.5
S -0.424 -0.839 -1.811 -0.6 0.0 1.1
C -0.976 0.108 1.051 3.5 -1.5 -4.2
H 2.821 -0.090 1.753 3.1 -0.2 0.5
H -1.720 0.937 -1.550 0.5 0.6 -0.9
C -0.914 0.753 -2.300 -3.2 -0.5 -1.8
N 0.195 -0.365 -0.207 -4.1 1.2 3.8
H -1.171 0.613 3.069 0.8 -0.3 -1.0
C 1.432 -0.457 0.140 0.0 0.1 2.0
```
Forces are in eV/Å.

Calculated values
HOMO-LUMO gap: 9.0 eV
total charge: +1
HOMO: -14.3 eV
energy above the lowest of the compared OMol25 structures with the same formula, charge and spin: 0.00 kJ/mol
energy: -1296.069790 hartree

Atomic partial charges in e from the Löwdin method, atoms 1 to 2: 0.099, 0.951

=====

Question: Among the records above, which one has the lowest energy?
Answer: C6H7CaLiO6

=====

Question: Number 6 is which compound?
Answer: C6H7ClNO2S

=====

Question: The lowest energy above the lowest of the compared OMol25 structures with the same formula, charge and spin belongs to which entry?
Answer: C6H7ClNO2S

=====

Question: Which of these has the lowest energy?
Answer: C6H7CaLiO6